Run w
Here is a 2-piece molecular cluster, C5H11N overall from OMol25. Energies are from ωB97M-V/def2-TZVPD.

Output
Orbital gap in eV: 9.35
2S+1: 1
SMILES: C=CC.C=CN
HOMO level in eV: -8.2
LUMO level in eV: 1.16

Each line ends with the Löwdin charge.
Element x y z (Å)
C: 1.79524 -0.42145 -0.96057  -0.0231
C: 2.02865 0.19092 0.20174  -0.2407
C: 3.27511 -0.03749 0.99695  -0.1277
H: 1.12917 -0.01633 -1.71726  0.0428
H: 2.29831 -1.34628 -1.19213  0.0505
H: 1.26445 0.80616 0.66329  0.0901
H: 3.46105 0.84933 1.59820  0.0640
H: 3.14061 -0.81963 1.74928  0.0716
H: 4.18844 -0.24600 0.44654  0.0710
C: -2.39698 0.90145 -1.06414  -0.0394
C: -2.64526 -0.24354 -0.41773  -0.2989
N: -3.27956 -0.25944 0.82809  0.0173
H: -2.76311 1.83953 -0.68065  0.0442
H: -1.78957 0.80035 -1.95533  0.0343
H: -2.26587 -1.19152 -0.77341  0.0959
H: -4.06958 0.34163 0.98323  0.0776
H: -3.37109 -1.14768 1.29389  0.0705

Run x
Here is a single C5H11N molecule from OMol25. Energies are from ωB97M-V/def2-TZVPD.

Output
Orbital gap in eV: 10.02
2S+1: 1
SMILES: CC(C)N1CC1
HOMO level in eV: -8.8
LUMO level in eV: 1.21

Each line ends with the Löwdin charge.
Element x y z (Å)
C: -1.70877 -0.81381 0.39873  -0.0931
C: -0.59961 0.21748 0.36423  -0.3989
C: -0.82549 1.06854 -0.93379  -0.0842
N: 0.61679 -0.66606 0.41448  -0.0818
C: 1.59929 -0.04035 -0.42113  -0.2151
C: 1.99761 -0.52422 0.89952  -0.1145
H: -1.45280 -1.57954 -0.34503  0.0841
H: -1.72901 -1.29552 1.37520  0.0749
H: -2.68126 -0.38630 0.15089  0.0701
H: -0.61485 0.91879 1.20522  0.1341
H: -0.80942 0.45597 -1.84670  0.0865
H: -0.13703 1.90713 -1.09109  0.0618
H: -1.83026 1.51239 -0.87410  0.0769
H: 1.53249 1.04319 -0.46868  0.0897
H: 1.75597 -0.55900 -1.35292  0.1076
H: 2.55754 -1.45737 0.88151  0.1000
H: 2.32882 0.19869 1.64366  0.1019

The most stable arrangement is run w, and the next structure is 0.299 eV less stable.

Run w
Here is a 4-piece molecular cluster, C5H11N overall from OMol25. Energies are from ωB97M-V/def2-TZVPD.

Output
Orbital gap in eV: 10.18
2S+1: 1
HOMO level in eV: -9.0
LUMO level in eV: 1.14

Each line ends with the Löwdin charge.
Element x y z (Å)
C: -1.25413 -0.03372 1.00273  -0.1157
C: -0.86398 0.77070 -0.03399  -0.2811
C: -1.43753 0.63629 -1.41395  -0.1094
N: 1.20068 0.19195 -0.65276  0.0212
C: 2.08129 0.15330 0.54697  -0.1758
C: 1.59813 -0.96671 -0.23176  -0.2757
H: -0.16348 -1.19547 1.01991  0.0881
H: -1.09426 0.27209 2.03271  0.0695
H: -2.02165 -0.79069 0.84494  0.0753
H: -0.38237 1.71400 0.20185  0.1092
H: -1.70734 -0.40309 -1.63097  0.0786
H: -0.73022 0.97695 -2.17316  0.0657
H: -2.34995 1.24128 -1.48736  0.0770
H: 1.62021 0.33882 1.52307  0.0855
H: 3.08617 0.54959 0.41981  0.0845
H: 1.86478 -1.89596 -0.71956  0.1137
H: 0.55365 -1.55936 0.75153  0.0894

Run x
Here is a single C5H11N molecule from OMol25. Energies are from ωB97M-V/def2-TZVPD.

Output
Orbital gap in eV: 9.44
2S+1: 1
SMILES: CCC/C=C/N
HOMO level in eV: -8.2
LUMO level in eV: 1.21

Each line ends with the Löwdin charge.
Element x y z (Å)
C: 2.09179 1.24248 0.80287  -0.1228
C: 0.85553 1.47945 -0.09719  -0.2651
C: 0.59045 0.38612 -1.13035  -0.2046
C: -0.15776 -0.72091 -0.37444  -0.1456
C: -1.48507 -0.87372 -0.24796  -0.2384
N: -2.13200 -1.57124 0.79483  0.0235
H: 2.93847 1.86132 0.50424  0.0641
H: 2.48743 0.21579 0.74665  0.0628
H: 1.89181 1.25668 1.88086  0.0693
H: 0.05540 1.54896 0.64626  0.0972
H: 0.96126 2.50989 -0.45413  0.0997
H: -0.08823 0.57584 -1.95441  0.0988
H: 1.56929 0.01018 -1.45835  0.1049
H: 0.42611 -1.12504 0.46978  0.0987
H: -2.08280 -0.74129 -1.15092  0.1094
H: -1.34895 -2.05282 1.23821  0.0761
H: -2.81766 -2.24539 0.48514  0.0722

The most stable arrangement is run x, and the next structure is 3.850 eV less stable.

Run w
Here is a single C5H11N molecule from OMol25. Energies are from ωB97M-V/def2-TZVPD.

Output
Orbital gap in eV: 10.14
2S+1: 1
SMILES: CC[C@H]1CN1C
HOMO level in eV: -8.9
LUMO level in eV: 1.20

Each line ends with the Löwdin charge.
Element x y z (Å)
C: 2.35794 -0.41869 0.48464  -0.1064
C: 1.30775 -0.52192 -0.65141  -0.2100
C: -0.10360 -0.24862 -0.14023  -0.2635
C: -0.49500 1.14403 0.10578  -0.1725
N: -1.32386 0.40663 -0.82638  -0.1008
C: -2.54833 0.02441 -0.06708  -0.1273
H: 2.28886 0.52322 1.04343  0.0697
H: 2.27068 -1.23410 1.21362  0.0706
H: 3.37282 -0.47031 0.06817  0.0687
H: 1.57580 0.20012 -1.42992  0.1067
H: 1.38682 -1.52458 -1.08435  0.1022
H: -0.64757 -1.08290 0.22892  0.1060
H: 0.13519 1.85858 -0.42377  0.1149
H: -0.93548 1.51546 1.02443  0.1062
H: -3.21484 -0.63430 -0.63229  0.0749
H: -3.10912 0.93360 0.19002  0.0815
H: -2.31808 -0.47064 0.89642  0.0792

Run x
Here is a single C5H11N molecule from OMol25. Energies are from ωB97M-V/def2-TZVPD.

Output
Orbital gap in eV: 10.27
2S+1: 1
SMILES: C=C(C)CCN
HOMO level in eV: -9.2
LUMO level in eV: 1.10

Each line ends with the Löwdin charge.
Element x y z (Å)
C: -0.07245 -0.98733 -1.93100  0.0252
C: -0.44080 -0.57254 -0.72651  -0.3781
C: -1.76675 0.11023 -0.50271  -0.0556
C: 0.49126 -0.76488 0.44372  -0.1736
C: 1.29930 0.49365 0.79055  -0.2891
N: 0.77248 1.16301 1.98582  -0.0073
H: -0.71418 -0.94535 -2.79697  0.0563
H: 0.87271 -1.49631 -2.12635  0.0630
H: -1.78789 0.70441 0.40143  0.0594
H: -2.59427 -0.59954 -0.55577  0.0828
H: -1.96516 0.74902 -1.37295  0.0811
H: 1.19070 -1.57697 0.25058  0.1061
H: -0.10881 -1.02292 1.31266  0.1124
H: 2.32014 0.17719 0.99685  0.0974
H: 1.49934 1.11741 -0.08785  0.1096
H: 1.20913 2.07174 2.10979  0.0639
H: -0.20475 1.37917 1.80871  0.0464

Run y
Here is a single C5H11N molecule from OMol25. Energies are from ωB97M-V/def2-TZVPD.

Output
Orbital gap in eV: 9.80
2S+1: 1
SMILES: C[C@@H]1C[C@@H](C)N1
HOMO level in eV: -8.6
LUMO level in eV: 1.20

Each line ends with the Löwdin charge.
Element x y z (Å)
C: 2.26824 -0.07639 0.21709  -0.0953
C: 0.95478 -0.07748 -0.56019  -0.4549
C: -0.07991 0.99479 -0.14113  -0.1331
C: -0.91559 -0.07003 0.46033  -0.3633
C: -2.34814 -0.14984 -0.09925  -0.0871
N: 0.01320 -1.08023 -0.23173  -0.0003
H: 2.05073 -0.27158 1.39244  0.1233
H: 2.98646 -0.86857 -0.20010  0.0860
H: 2.82711 0.84904 0.11770  0.0533
H: 1.31528 -0.12845 -1.63706  0.1371
H: 0.43798 1.72045 0.55274  0.1216
H: -0.53274 1.63466 -0.88264  0.1030
H: -0.92954 0.00506 1.57297  0.1378
H: -3.02234 0.79523 0.01895  0.0990
H: -2.98447 -0.98193 0.35052  0.0815
H: -2.32976 -0.29724 -1.16295  0.0537
H: 0.28872 -1.99750 0.23230  0.1379

The most stable arrangement is run x, and the next structure is 0.746 eV less stable.

Run w
Here is a 2-piece molecular cluster, C4H13N3O overall from OMol25. Energies are from ωB97M-V/def2-TZVPD.

Output
Orbital gap in eV: 9.11
2S+1: 1
SMILES: C[C@H](N)N(C)N.C=O
HOMO level in eV: -8.5
LUMO level in eV: 0.56

Each line ends with the Löwdin charge.
Element x y z (Å)
C: -1.83981 -0.69066 0.47057  -0.0338
C: -0.62308 -0.00827 -0.13720  -0.4972
N: -0.97652 1.02851 -1.04162  0.0716
N: 0.26274 -0.94879 -0.77762  -0.2535
C: 0.92518 -1.87646 0.11613  -0.0885
N: 1.20426 -0.38116 -1.67057  0.0393
H: -1.55455 -1.40349 1.23889  0.0674
H: -2.49561 0.05398 0.91883  0.0787
H: -2.38108 -1.21439 -0.31498  0.0885
H: -0.00723 0.50553 0.77361  0.1006
H: -1.88477 1.41485 -0.81995  0.0854
H: -0.29506 1.79540 -1.00171  0.0547
H: 1.47627 -1.36614 0.92279  0.0776
H: 0.19717 -2.55553 0.55685  0.0723
H: 1.62834 -2.45244 -0.48068  0.0815
H: 0.68652 -0.02837 -2.46940  0.0781
H: 1.69314 0.41127 -1.24435  0.0735
C: 0.94731 1.85830 1.21878  -0.1984
O: 0.80810 2.59131 0.24034  -0.0844
H: 0.37072 2.01469 2.14593  0.0967
H: 1.85796 1.25186 1.35535  0.0898

Run x
Here is a 2-piece molecular cluster, C4H13N3O overall from OMol25. Energies are from ωB97M-V/def2-TZVPD.

Output
Orbital gap in eV: 9.86
2S+1: 1
SMILES: CC(=O)N(N)N.CC
HOMO level in eV: -9.0
LUMO level in eV: 0.89

Each line ends with the Löwdin charge.
Element x y z (Å)
C: -1.10405 0.90178 -1.72247  -0.0154
C: 0.26841 0.74184 -1.11616  -0.4805
O: 1.04604 -0.12917 -1.51214  0.0166
N: 0.61473 1.64658 -0.10385  -0.2694
N: -0.15086 2.71125 0.29178  0.0621
N: 1.83778 1.55871 0.52770  0.0737
H: -1.83046 1.28373 -1.00140  0.0701
H: -1.45942 -0.07925 -2.05249  0.0819
H: -1.04424 1.57365 -2.58195  0.0854
H: 0.07559 3.48622 -0.33306  0.0936
H: 0.23173 3.00162 1.19311  0.0905
H: 1.74567 0.82166 1.23115  0.0917
H: 2.48069 1.13977 -0.15608  0.0909
C: -1.02817 -2.07780 0.73910  -0.1764
C: 0.35056 -2.58683 1.09375  -0.1765
H: -1.29699 -2.37255 -0.27975  0.0673
H: -1.77705 -2.48370 1.42518  0.0642
H: -1.06401 -0.98707 0.80479  0.0514
H: 1.09167 -2.23398 0.37080  0.0540
H: 0.36674 -3.68069 1.09507  0.0635
H: 0.64566 -2.23577 2.08692  0.0615

The most stable arrangement is run x, and the next structure is 1.001 eV less stable.